Record 1
{
  "formula": "C3H4O3",
  "method": "ωB97M-V/def2-TZVPD",
  "lumo_ev": 0.27,
  "relative_energy_kcal_mol": 66.67,
  "orbital_gap_ev": 10.633,
  "elements": ["O", "C", "O", "C", "C", "O", "H", "H", "H", "H"],
  "coordinates": [[-2.91323, 0.71366, -0.08709], [-1.96991, 0.08041, -0.09126], [-0.56256, 0.14646, 2.06441], [0.48985, -0.31905, 1.71350], [0.74272, 0.11448, -1.67056], [-0.37146, 0.27264, -2.09399], [1.44700, 0.10846, 2.06358], [0.56380, -1.19111, 1.03135], [1.20000, 0.80764, -0.93550], [1.37379, -0.73359, -1.99444]],
  "forces_ev_per_a": [[1.01, -0.57, 0.01], [-1.55, 0.43, -0.03], [0.64, -0.20, 0.15], [-0.26, 0.18, 0.25], [-0.25, 0.06, -0.25], [0.72, 0.03, -0.11], [0.00, -0.04, -0.01], [-0.16, 0.12, 0.05], [-0.11, -0.03, -0.07], [-0.03, 0.03, 0.01]]
}

Record 2
{
  "formula": "C3H4O3",
  "method": "ωB97M-V/def2-TZVPD",
  "lumo_ev": 0.46,
  "relative_energy_kcal_mol": 39.98,
  "orbital_gap_ev": 10.936,
  "elements": ["C", "C", "C", "H", "H", "H", "H", "O", "O", "O"],
  "coordinates": [[0.31160, 0.53267, 0.15146], [-0.90906, -0.42376, 0.53727], [0.01393, -0.00521, -1.23889], [1.93533, -0.45394, 0.79731], [0.10744, 1.60674, 0.14906], [-1.69507, 0.13971, 1.07456], [-0.72112, -1.40522, 0.93544], [1.57344, 0.48200, 0.76251], [-1.20389, -0.61427, -0.86267], [0.58741, 0.14129, -2.30604]],
  "forces_ev_per_a": [[-0.04, -1.09, 0.71], [-0.01, 1.86, 0.30], [1.21, 0.78, -2.35], [-0.78, 1.64, -0.21], [-0.66, -0.24, 0.14], [0.14, -0.67, -0.34], [0.43, -0.08, 0.66], [0.34, -1.95, -0.18], [1.43, 0.78, -1.14], [-2.07, -1.04, 2.41]]
}

Record 3
{
  "formula": "C3H4O3",
  "method": "ωB97M-V/def2-TZVPD",
  "lumo_ev": 0.86,
  "relative_energy_kcal_mol": 24.96,
  "orbital_gap_ev": 11.186,
  "smiles": "O=CCOC=O",
  "elements": ["O", "C", "C", "O", "C", "O", "H", "H", "H", "H"],
  "coordinates": [[1.15939, 1.41868, -0.71869], [1.35049, 0.39093, -0.12449], [0.37870, -0.77463, -0.13078], [-0.88590, -0.40097, -0.65095], [-1.57908, 0.41855, 0.15572], [-1.21503, 0.78285, 1.24234], [2.27551, 0.21584, 0.46291], [0.76286, -1.55500, -0.79561], [0.28310, -1.18306, 0.88078], [-2.53004, 0.68680, -0.32124]],
  "forces_ev_per_a": [[0.10, -0.42, 0.29], [-0.05, 0.28, -0.19], [0.11, -0.05, 0.01], [-0.10, 0.03, 0.06], [0.05, 0.16, 0.39], [-0.19, -0.18, -0.51], [-0.06, 0.01, -0.09], [0.00, 0.09, 0.10], [0.05, 0.07, -0.10], [0.09, 0.00, 0.05]]
}

Record 4
{
  "formula": "C3H4O3",
  "method": "ωB97M-V/def2-TZVPD",
  "lumo_ev": 0.48,
  "relative_energy_kcal_mol": 53.94,
  "orbital_gap_ev": 10.347,
  "smiles": "C[C@@]1(O)OC1=O",
  "elements": ["C", "C", "O", "O", "C", "O", "H", "H", "H", "H"],
  "coordinates": [[-0.01646, -0.53778, 0.11433], [-1.16230, 0.46311, 0.12046], [-1.01808, 1.75418, 0.41979], [-2.04929, 0.04774, -1.13154], [-2.62370, -0.16219, 0.00091], [-3.65734, -0.55648, 0.40392], [-0.29244, -1.55292, 0.20679], [0.86126, -0.33584, 0.76786], [0.45035, -0.58846, -0.84332], [-0.53216, 2.16693, -0.36924]],
  "forces_ev_per_a": [[1.43, 1.31, 0.26], [-2.60, -3.65, 0.46], [0.98, 1.03, -2.42], [0.64, 0.91, -1.03], [2.21, 1.26, 1.06], [-0.32, -0.24, 0.34], [-0.88, -0.94, 0.74], [-1.06, 0.16, 0.12], [0.26, 0.56, -1.23], [-0.65, -0.41, 1.70]]
}

Record 5
{
  "formula": "C3H4O3",
  "method": "ωB97M-V/def2-TZVPD",
  "lumo_ev": 0.12,
  "relative_energy_kcal_mol": 81.02,
  "orbital_gap_ev": 9.404,
  "elements": ["C", "O", "C", "O", "C", "O", "H", "H", "H", "H"],
  "coordinates": [[-1.66165, 0.06398, 0.64208], [-0.25438, -0.16007, 0.72669], [0.37221, -0.05655, -0.44464], [-0.13987, 0.20060, -1.51112], [1.77781, -0.48571, -0.41733], [2.57711, 0.27864, 0.27945], [-2.03596, -0.05115, 1.65689], [-1.85110, 1.07055, 0.26380], [-2.11660, -0.66472, -0.03313], [3.36779, -0.19410, -0.00844]],
  "forces_ev_per_a": [[-0.36, 0.06, 0.06], [0.14, 0.06, -0.10], [-0.37, 0.06, -0.33], [0.07, 0.20, 0.50], [-0.19, -0.40, -0.08], [-0.22, -0.61, -1.01], [-0.03, 0.01, -0.12], [-0.07, -0.13, 0.08], [0.01, 0.10, 0.11], [1.03, 0.64, 0.89]]
}

Record 6
{
  "formula": "C3H4O3",
  "method": "ωB97M-V/def2-TZVPD",
  "lumo_ev": 0.72,
  "relative_energy_kcal_mol": 45.59,
  "orbital_gap_ev": 11.335,
  "elements": ["O", "C", "C", "O", "C", "O", "H", "H", "H", "H"],
  "coordinates": [[-1.31087, -1.22001, 0.15654], [-0.44159, -0.29083, -0.43688], [-0.04594, 1.22628, 0.07973], [1.33391, 0.82937, 0.05140], [1.01320, -0.48318, -0.06681], [1.66020, -1.42226, 0.28896], [-0.84719, -1.80083, 0.78902], [-0.72571, -0.22150, -1.47808], [-0.54476, 1.16105, 1.03237], [-0.09126, 2.22193, -0.41626]],
  "forces_ev_per_a": [[0.07, 0.72, 0.35], [0.25, 0.52, -0.50], [-0.91, -0.80, -0.25], [0.11, -0.19, 0.50], [0.56, -0.70, 0.08], [-0.29, 0.29, -0.38], [0.03, 0.58, -0.36], [0.43, -0.23, -0.38], [0.51, 0.92, 0.97], [-0.78, -1.10, -0.02]]
}

Record 7
{
  "formula": "C3H4O3Rh",
  "method": "ωB97M-V/def2-TZVPD",
  "multiplicity": 5,
  "lumo_ev": [-15.15, -18.24],
  "relative_energy_kcal_mol": 0.00,
  "orbital_gap_ev": [11.476, 8.456],
  "charge": 3,
  "elements": ["O", "C", "C", "H", "H", "H", "Rh", "O", "C", "O", "H"],
  "coordinates": [[0.58586, 1.15928, -1.96443], [0.42902, 0.04718, -1.85166], [0.53062, -1.33975, -1.52263], [1.60086, -1.39081, -1.97067], [-0.02762, -1.92850, -2.26656], [-0.02836, -1.61076, -0.61691], [-0.15536, 2.21062, 0.98248], [0.17372, 0.27425, 1.15392], [-0.36783, 0.08054, 2.28580], [-1.02342, 1.28066, 2.55145], [-1.71748, 1.21729, 3.21921]],
  "forces_ev_per_a": [[-0.56, -1.13, -0.03], [0.12, 0.76, 0.23], [0.06, 0.61, -2.74], [-0.60, -1.10, 1.80], [-0.14, 0.11, -0.50], [1.30, -0.02, 0.41], [0.49, 4.25, -1.90], [0.05, -4.07, 3.25], [0.19, 3.50, -3.88], [0.03, -3.33, 2.17], [-0.95, 0.41, 1.22]]
}

Record 8
{
  "formula": "C3H4O3S",
  "method": "ωB97M-V/def2-TZVPD",
  "lumo_ev": [-0.99, -0.90],
  "relative_energy_kcal_mol": 177.94,
  "orbital_gap_ev": [7.793, 8.035],
  "elements": ["C", "C", "C", "O", "O", "O", "S", "H", "H", "H", "H"],
  "coordinates": [[-0.02441, -0.15946, 0.21262], [-0.28676, 1.12300, -0.15010], [1.12267, -1.12706, 0.17776], [-2.47403, -1.83280, -0.66682], [-1.55318, 1.23389, 0.11629], [0.56739, 2.09361, -0.41966], [-1.71627, -0.33836, 0.72044], [0.89154, -2.13846, -0.20613], [1.55255, -1.19880, 1.10938], [1.80700, -0.62876, -0.38108], [0.11350, 2.97320, -0.51270]],
  "forces_ev_per_a": [[0.31, -1.16, -0.28], [3.31, -2.85, 1.08], [-3.10, -0.49, -0.14], [1.37, 2.94, 2.58], [-4.18, 2.52, 0.01], [-1.09, 1.65, -0.49], [-0.27, -2.70, -2.97], [-0.05, 0.74, -0.02], [0.90, -0.48, 2.36], [2.34, 1.00, -2.14], [0.46, -1.17, 0.03]]
}

Record 9
{
  "formula": "C3H4O3Tl",
  "method": "ωB97M-V/def2-TZVPD",
  "lumo_ev": [3.13, 3.13],
  "relative_energy_kcal_mol": 73.31,
  "orbital_gap_ev": [4.887, 4.886],
  "charge": -1,
  "elements": ["H", "Tl", "O", "C", "C", "O", "O", "C", "H", "H", "H"],
  "coordinates": [[-1.62793, -2.34387, 0.23414], [0.44788, -1.93884, 0.51944], [4.57802, -0.59229, 1.77714], [4.74335, -1.61031, 0.92328], [3.14017, -0.32031, 1.86402], [5.82676, -2.12680, 0.72256], [3.63144, -1.90926, 0.28908], [2.57709, -0.81245, 0.57841], [2.92050, 0.78084, 1.82472], [2.80361, -0.81428, 2.78905], [2.77508, -0.10904, -0.25004]],
  "forces_ev_per_a": [[-0.36, 0.92, -0.35], [-0.29, -2.59, 0.79], [-0.27, 0.55, 0.73], [1.03, -0.11, -0.69], [-0.15, 1.17, -0.83], [-0.78, 0.19, 0.30], [-1.52, 0.10, -0.09], [1.76, 0.40, -0.81], [0.56, -0.84, 0.79], [-0.16, 0.16, -0.26], [0.19, 0.06, 0.42]]
}

Record 10
{
  "formula": "C3H4O3Tl",
  "method": "ωB97M-V/def2-TZVPD",
  "lumo_ev": [-6.66, -6.92],
  "relative_energy_kcal_mol": 198.01,
  "orbital_gap_ev": [6.806, 6.816],
  "charge": 1,
  "elements": ["H", "O", "O", "C", "C", "O", "C", "H", "H", "H", "Tl"],
  "coordinates": [[-0.21620, 1.11065, -2.93017], [-1.07545, -1.33062, 1.68812], [-1.40049, -0.02911, -1.74705], [-0.28927, 0.27820, -2.21050], [1.09443, 0.17702, 1.26365], [0.29228, 0.58527, 2.37220], [-0.41208, -0.18984, 1.37286], [0.54621, -0.43814, -2.11664], [1.66819, 1.01858, 0.85341], [1.72881, -0.71495, 1.36966], [-1.93643, -0.46706, 0.08445]],
  "forces_ev_per_a": [[0.08, 0.06, 0.58], [3.44, 0.55, 2.11], [3.04, 1.71, -5.65], [-0.98, -1.17, -1.28], [0.06, -0.46, -0.08], [-2.00, -2.09, -1.34], [4.83, 0.50, 5.57], [0.03, 0.55, 0.36], [-0.90, -0.23, -0.78], [-0.22, 0.24, 0.43], [-7.38, 0.32, 0.07]]
}

Record 11
{
  "formula": "C3H4O3Zn",
  "method": "ωB97M-V/def2-TZVPD",
  "multiplicity": 2,
  "lumo_ev": [-5.36, -6.16],
  "relative_energy_kcal_mol": 25.19,
  "orbital_gap_ev": [7.777, 8.982],
  "charge": 1,
  "elements": ["H", "O", "Zn", "C", "C", "H", "H", "H", "O", "C", "O"],
  "coordinates": [[-2.18867, -0.75441, -1.19695], [-0.10787, -0.90846, -0.01734], [1.78253, -1.03752, 0.90526], [-1.34075, -1.12805, 0.22381], [-2.32280, -0.07867, -0.16651], [-1.56464, -1.69568, 1.14220], [-2.36520, 0.68521, 0.62409], [-3.36624, -0.41432, -0.06855], [1.51438, 0.81514, -0.01330], [0.51172, 1.09428, -0.58254], [-0.49293, 1.70425, -0.75311]],
  "forces_ev_per_a": [[-0.33, 4.01, -0.27], [-3.18, -1.83, -0.39], [0.20, -0.45, 0.19], [2.08, 2.80, 4.21], [-1.37, -5.58, -1.42], [-0.01, -1.40, -0.88], [1.14, 1.40, -1.72], [0.25, -0.79, 0.68], [0.65, 0.16, -1.48], [-2.86, 3.83, 2.10], [3.43, -2.15, -1.02]]
}

Record 12
{
  "formula": "C3H4O4",
  "method": "ωB97M-V/def2-TZVPD",
  "lumo_ev": 0.02,
  "relative_energy_kcal_mol": 41.08,
  "orbital_gap_ev": 10.724,
  "smiles": "O=CO[C@H](O)C=O",
  "elements": ["O", "C", "O", "C", "O", "C", "O", "H", "H", "H", "H"],
  "coordinates": [[2.21342, 1.22150, -1.83089], [1.61848, 0.40285, -1.16240], [0.51796, 0.68053, -0.52176], [-0.08789, -0.18479, 0.37362], [-0.58932, -1.40926, -0.21862], [-1.27271, 0.47821, 1.05027], [-1.48301, 1.64428, 1.08155], [2.12983, -0.58172, -1.10034], [0.52323, -0.55777, 1.13460], [-1.56268, -1.39308, -0.18513], [-2.00732, -0.30076, 1.37911]],
  "forces_ev_per_a": [[-1.24, -0.45, 0.67], [3.60, 0.14, -1.76], [-1.67, 0.67, 0.64], [-1.54, -1.64, -0.92], [-0.01, 1.04, 0.05], [-0.42, -0.20, -0.78], [-0.04, 0.41, 0.33], [-1.03, -0.13, 0.58], [1.75, -0.16, 1.13], [0.48, -0.05, -0.32], [0.12, 0.36, 0.38]]
}

| no. | molecular weight (g/mol) | strongest force on any atom (eV/Å) | calculated total energy (a.u.) |
| --- | --- | --- | --- |
| 1 | 88.06 | 1.6 | -342.34969 |
| 2 | 88.06 | 3.3 | -342.39222 |
| 3 | 88.06 | 0.6 | -342.41615 |
| 4 | 88.06 | 4.5 | -342.36997 |
| 5 | 88.06 | 1.5 | -342.32683 |
| 6 | 88.06 | 1.4 | -342.38328 |
| 7 | 190.97 | 5.2 | -451.37848 |
| 8 | 120.13 | 4.9 | -740.37603 |
| 9 | 292.44 | 2.7 | -514.82443 |
| 10 | 292.44 | 7.4 | -514.33504 |
| 11 | 153.45 | 5.9 | -2121.33525 |
| 12 | 104.06 | 4.0 | -417.62778 |